# C17H18N2O8S

One molecule with the formula C17H18N2O8S in a non-equilibrium geometry (ωB97M-V with the def2-TZVPD basis set, the OMol25 dataset).

Element x y z (Å)
S: 0.325 0.321 -2.451
O: 0.200 2.240 1.336
O: -3.764 -2.135 1.913
O: 2.195 1.768 -0.871
O: 0.682 4.135 0.250
O: 0.584 -0.571 0.809
O: 0.879 1.315 -3.317
O: 3.374 0.927 0.711
O: -0.621 -0.600 -3.017
N: -0.386 1.036 -1.149
N: 2.743 0.842 -0.321
C: 1.317 4.633 1.423
C: 1.673 -0.763 -1.864
C: 0.198 2.899 0.332
C: 3.629 -1.390 -0.590
C: -2.630 0.242 -0.648
C: 1.659 -2.032 -2.414
C: 1.094 -1.068 2.028
C: -1.272 0.235 -0.392
C: 2.621 -2.971 -2.073
C: -3.011 -1.333 1.114
C: 3.611 -2.649 -1.158
C: -1.640 -1.356 1.372
C: -5.156 -2.174 1.707
C: -0.764 -0.586 0.628
C: -3.508 -0.529 0.096
C: -0.403 2.467 -1.002
C: 2.668 -0.449 -0.948
H: 0.190 2.883 -1.817
H: -1.297 -1.996 2.169
H: 2.128 -0.730 2.079
H: 4.362 -3.374 -0.885
H: -5.404 -2.534 0.704
H: 1.063 -2.162 2.055
H: 1.639 5.644 1.188
H: -5.613 -1.192 1.865
H: 0.618 4.635 2.263
H: -1.428 2.857 -1.060
H: -4.561 -0.494 -0.130
H: 0.543 -0.658 2.877
H: 2.173 4.006 1.678
H: 4.383 -1.110 0.132
H: -3.006 0.864 -1.445
H: 2.592 -3.953 -2.520
H: -5.543 -2.873 2.447
H: 0.866 -2.267 -3.105

Values from the calculation:
Max |F| = 0.023 hartree/bohr
SMILES = COC(=O)CN(c1ccc(OC)cc1OC)S(=O)(=O)c1ccccc1[N+](=O)[O-]
HOMO = -8.42 eV
Total energy = -48112.32774 eV
Energy relative to the best compared isomer or geometry (same formula, charge and spin) = 2.2 kJ/mol

natural (NBO) atomic charge list, values in e, 2 entries: atom 1 (S): 2.3468, atom 2 (O): -0.6036

---

# C17H18N2OS

One molecule with the formula C17H18N2OS (ωB97M-V with the def2-TZVPD basis set, the OMol25 dataset).

Element x y z (Å)
S: -2.889 -0.626 1.189
O: 0.301 3.242 -0.072
N: -0.548 -1.028 -1.324
N: -0.655 1.693 1.252
C: 2.467 -1.688 0.440
C: 0.242 -1.791 -0.517
C: 2.215 -2.903 1.035
C: 1.472 -1.105 -0.346
C: 0.992 -3.559 0.865
C: -3.323 0.760 -0.921
C: -3.744 -1.357 -0.111
C: -2.020 2.022 0.903
C: -2.736 0.859 0.301
C: 2.833 1.807 0.132
C: -3.903 -0.508 -1.158
C: 0.128 0.117 -1.650
C: 1.367 0.118 -1.080
C: 1.744 1.779 1.206
C: 2.376 1.212 -1.212
C: -0.006 -3.016 0.087
C: 0.416 2.317 0.702
H: 1.921 2.003 -1.810
H: 3.254 0.845 -1.751
H: -0.951 -3.522 -0.052
H: -1.481 -1.259 -1.622
H: 3.418 -1.195 0.575
H: 1.611 0.762 1.575
H: 3.142 2.839 -0.041
H: 2.975 -3.367 1.647
H: 3.696 1.259 0.514
H: -3.343 1.567 -1.631
H: -0.326 0.864 -2.271
H: -0.519 0.892 1.849
H: -4.415 -0.771 -2.067
H: -4.079 -2.371 -0.015
H: -2.553 2.367 1.799
H: -1.967 2.843 0.183
H: 2.054 2.408 2.045
H: 0.833 -4.510 1.352

Values from the calculation:
Max |F| = 0.014 hartree/bohr
SMILES = O=C(CCCc1c[nH]c2ccccc12)NCc1cccs1
HOMO = -7.76 eV
Total energy = -33785.14351 eV
Energy relative to the best compared isomer or geometry (same formula, charge and spin) = 37.7 kJ/mol

natural (NBO) atomic charge list, values in e, 2 entries: atom 1 (S): 0.4283, atom 2 (O): -0.6446

---

# C17H18N2S2

C17H18N2S2 as an isolated structure in a non-equilibrium geometry (ωB97M-V with the def2-TZVPD basis set, the OMol25 dataset).

Element x y z (Å)
S: -2.634 0.141 4.357
S: -0.637 -1.262 2.927
N: -1.622 1.125 1.989
N: 0.301 0.419 0.830
C: -2.608 -0.555 -2.545
C: -2.655 2.212 2.063
C: 0.912 -2.236 -0.210
C: -1.079 0.869 0.637
C: -2.775 -1.952 -2.245
C: 1.549 -3.349 -0.811
C: 3.133 -3.481 0.984
C: 0.703 -0.660 1.720
C: 2.720 -3.958 -0.234
C: 1.360 -1.789 1.022
C: -2.083 0.303 -1.579
C: -2.243 -1.435 0.108
C: -1.565 0.151 2.992
C: -2.714 -2.336 -0.877
C: 2.292 -2.553 1.696
C: 1.304 1.316 0.290
C: -1.811 -0.175 -0.256
H: 2.293 0.830 0.352
H: 0.887 1.501 -0.814
H: -2.252 3.200 1.679
H: 4.034 -3.940 1.473
H: 0.168 -1.689 -0.799
H: -2.022 -1.783 1.077
H: 2.320 -2.341 2.754
H: -1.667 1.243 -1.922
H: -0.988 1.750 0.049
H: 3.185 -4.878 -0.605
H: -2.962 -2.620 -3.053
H: 1.342 2.309 0.744
H: -2.819 -0.161 -3.547
H: 1.554 -0.172 2.315
H: 1.253 -3.703 -1.727
H: -3.426 1.780 1.401
H: -2.952 -3.316 -0.546
H: -2.879 2.378 3.131

Values from the calculation:
Max |F| = 0.075 hartree/bohr
HOMO = -8.05 eV
Total energy = -42569.04765 eV
Energy relative to the best compared isomer or geometry (same formula, charge and spin) = 362.9 kJ/mol

natural (NBO) atomic charge list, values in e, 2 entries: atom 1 (S): -0.2049, atom 2 (S): 0.3796

---

# C17H18N4

One molecule with the formula C17H18N4 in a non-equilibrium geometry (ωB97M-V with the def2-TZVPD basis set, the OMol25 dataset).

Element x y z (Å)
N: -3.322 -1.824 -0.752
N: 3.003 2.331 -0.127
N: 3.567 0.291 -0.886
N: 5.910 0.864 -1.265
C: 6.813 1.846 -1.171
C: 6.551 3.142 -0.662
C: -0.501 -1.197 -0.586
C: -2.994 -1.230 1.576
C: -1.172 1.056 0.056
C: 4.324 2.413 -0.352
C: 5.264 3.448 -0.216
C: 2.577 1.049 -0.492
C: -4.306 -1.932 1.935
C: -1.510 -0.297 -0.159
C: 0.838 -0.753 -0.711
C: 0.152 1.494 -0.131
C: -2.920 -0.706 0.147
C: 1.173 0.592 -0.470
C: -4.627 -2.500 -0.471
C: 4.676 1.147 -0.850
C: -4.562 -3.041 0.956
H: -5.433 -1.768 -0.599
H: 7.296 3.876 -0.689
H: -4.875 -3.349 -1.161
H: 2.421 2.999 0.354
H: -3.704 -3.688 1.038
H: 4.935 4.393 0.177
H: -3.607 0.141 0.010
H: -2.207 -1.959 1.704
H: -5.090 -1.178 1.874
H: -0.740 -2.254 -0.791
H: -2.807 -0.407 2.260
H: -4.282 -2.320 2.944
H: -3.276 -1.533 -1.733
H: 7.842 1.660 -1.510
H: 1.631 -1.493 -0.934
H: 0.373 2.528 0.098
H: -5.460 -3.590 1.227
H: -1.951 1.749 0.361

Values from the calculation:
Max |F| = 0.047 hartree/bohr
SMILES = c1cnc2nc(-c3ccc([C@@H]4CCCCN4)cc3)[nH]c2c1
HOMO = -8.24 eV
Total energy = -23882.08095 eV
Energy relative to the best compared isomer or geometry (same formula, charge and spin) = 0.0 kJ/mol

natural (NBO) atomic charge list, values in e, 2 entries: atom 1 (N): -0.6515, atom 2 (N): -0.5376

---

# C17H18N4O

C17H18N4O as an isolated structure in a non-equilibrium geometry (ωB97M-V with the def2-TZVPD basis set, the OMol25 dataset).

Element x y z (Å)
O: 2.690 -0.226 -2.074
N: 2.128 1.521 0.822
N: 2.971 1.146 -0.251
N: 2.439 -1.928 -3.601
N: -0.043 -4.271 -2.723
C: -1.103 0.508 -2.291
C: 0.417 0.741 2.212
C: 0.029 -1.192 -0.850
C: -1.115 -0.620 -1.251
C: -0.773 1.834 -1.784
C: -0.366 -0.618 2.786
C: 2.335 0.377 -0.830
C: 0.306 -3.003 -2.412
C: 0.898 -1.967 -1.829
C: -1.895 -0.222 -0.077
C: -0.072 1.928 2.740
C: -1.234 0.668 4.570
C: -0.933 1.835 3.957
C: 1.144 0.052 -0.191
C: 1.798 -1.289 -2.419
C: 1.051 0.532 1.053
C: -0.879 -0.615 3.885
H: -2.369 -0.898 0.549
H: -0.347 0.088 -3.038
H: -0.771 2.590 -2.605
H: -0.064 -1.375 2.250
H: -1.624 0.716 0.507
H: 3.167 -1.449 -3.952
H: -3.126 0.225 -0.546
H: -1.509 -1.582 4.387
H: -1.990 0.685 -2.932
H: 2.302 -2.926 -3.869
H: 0.114 1.750 -1.385
H: 0.022 -2.120 0.171
H: 2.481 2.109 1.641
H: -1.843 0.727 5.368
H: -0.955 2.890 4.400
H: -1.726 2.277 -1.098
H: 0.295 2.736 2.436
H: -1.853 -1.636 -1.724

Values from the calculation:
Max |F| = 0.332 hartree/bohr
HOMO = -8.74 eV
Total energy = -25914.05836 eV
Energy relative to the best compared isomer or geometry (same formula, charge and spin) = 1611.7 kJ/mol

natural (NBO) atomic charge list, values in e, 2 entries: atom 1 (O): -0.4559, atom 2 (N): -0.4181

---

# C17H18N4O2S

One molecule with the formula C17H18N4O2S (ωB97M-V with the def2-TZVPD basis set, the OMol25 dataset).

Element x y z (Å)
S: 0.188 -2.934 3.661
O: 1.961 1.317 -1.146
O: -3.053 -0.150 2.258
N: 1.418 -1.617 1.791
N: 2.850 -0.673 0.301
N: -2.677 -2.181 3.125
N: -0.290 1.607 -1.322
C: 1.977 -4.660 2.531
C: 0.230 -1.777 2.334
C: 0.533 4.144 -3.888
C: -0.674 -0.097 0.923
C: -1.703 2.942 -2.730
C: -2.283 -1.073 2.462
C: 0.699 3.184 -2.906
C: 2.770 -4.549 1.482
C: -0.892 -1.036 1.932
C: -2.924 2.311 -2.123
C: 0.820 1.052 -0.775
C: 1.614 -0.741 0.805
C: -0.409 2.579 -2.323
C: 0.554 0.074 0.307
C: 1.878 -3.640 3.607
C: -0.736 4.509 -4.296
C: -1.839 3.907 -3.716
H: -2.073 -2.962 3.307
H: 2.564 -2.810 3.454
H: -2.831 4.193 -4.034
H: 2.009 -4.081 4.595
H: -2.984 2.509 -1.052
H: -1.176 1.282 -0.965
H: -3.610 -2.186 3.504
H: 3.417 -3.698 1.354
H: 2.808 -5.303 0.715
H: 1.686 2.898 -2.587
H: 3.582 -1.213 0.725
H: -1.538 0.505 0.678
H: -2.932 1.232 -2.280
H: -0.871 5.258 -5.062
H: 1.402 4.606 -4.331
H: 1.322 -5.514 2.644
H: 3.030 0.065 -0.373
H: -3.820 2.720 -2.584

Values from the calculation:
Max |F| = 0.011 hartree/bohr
SMILES = C=CCSc1nc(N)c(C(=O)Nc2ccccc2C)cc1C(N)=O
HOMO = -8.17 eV
Total energy = -38813.37172 eV
Energy relative to the best compared isomer or geometry (same formula, charge and spin) = 0.0 kJ/mol

natural (NBO) atomic charge list, values in e, 2 entries: atom 1 (S): 0.2348, atom 2 (O): -0.6483

---

# C17H18N4O4S

C17H18N4O4S as an isolated structure in a non-equilibrium geometry (ωB97M-V with the def2-TZVPD basis set, the OMol25 dataset).

Element x y z (Å)
S: 4.079 2.577 -0.320
O: 1.796 -3.583 -1.076
O: -2.364 2.286 -1.092
O: 1.053 -1.413 -0.817
O: -5.427 -0.556 1.007
N: 2.477 0.467 -0.074
N: 1.465 2.555 -0.484
N: 1.896 -2.071 -0.969
N: 0.195 2.277 -0.213
C: -3.955 0.860 -0.036
C: -6.346 -0.837 -1.182
C: -3.210 -0.602 1.669
C: 3.082 -1.758 -0.029
C: -0.197 1.103 0.466
C: 3.554 -0.345 0.011
C: -4.219 -0.205 0.686
C: -1.609 0.892 0.530
C: 5.583 -1.172 0.759
C: 5.216 -2.399 0.705
C: 4.680 -0.123 0.738
C: 2.567 1.845 -0.120
C: -6.593 -2.338 -0.956
C: -2.679 1.277 -0.021
C: -6.390 -0.045 0.159
C: -2.011 -0.090 1.485
C: 4.094 -2.691 0.090
H: 1.574 0.107 -0.571
H: -7.449 -0.429 0.991
H: -3.591 -1.114 2.410
H: -1.303 -0.436 2.123
H: -5.666 -0.470 -1.572
H: 6.623 -0.950 1.344
H: -1.330 2.758 -1.027
H: -6.591 0.998 0.089
H: -7.748 -2.519 -0.369
H: 1.614 3.573 -0.637
H: 3.866 -3.663 -0.226
H: 4.964 0.962 0.807
H: -4.593 1.397 -0.927
H: -7.226 -0.503 -1.634
H: -5.912 -2.872 -0.368
H: -6.661 -2.860 -1.983
H: 5.981 -3.307 0.839
H: 0.438 0.668 1.257

Values from the calculation:
Max |F| = 0.351 hartree/bohr
HOMO = -8.13 eV
Total energy = -42889.22489 eV
Energy relative to the best compared isomer or geometry (same formula, charge and spin) = 1985.6 kJ/mol

natural (NBO) atomic charge list, values in e, 2 entries: atom 1 (S): -0.2110, atom 2 (O): -0.5123

---

# C17H18N7O6S2Sr

C17H18N7O6S2Sr as an isolated structure in a non-equilibrium geometry (ωB97M-V with the def2-TZVPD basis set, the OMol25 dataset).

Element x y z (Å)
Sr: 0.255 -0.317 -0.818
S: -2.510 -0.077 -2.018
S: -1.141 -2.791 -1.694
O: 2.208 -1.001 2.840
O: 3.886 5.976 -0.681
O: 5.746 6.070 -1.755
O: 1.661 -1.203 0.664
O: 1.551 0.503 -2.453
O: 1.262 1.770 -0.641
N: -0.593 0.237 1.660
N: -3.957 -0.489 -5.394
N: -3.459 -2.251 0.287
N: 4.728 5.497 -1.412
N: -4.067 -0.624 1.797
N: -2.961 -2.537 2.517
N: -2.143 -4.382 -4.901
C: 3.147 2.182 -2.046
C: -3.481 -1.803 1.526
C: 4.506 4.129 -1.921
C: 5.248 2.283 -3.222
C: 1.889 1.437 -1.675
C: 5.464 3.566 -2.745
C: -2.114 -1.670 -2.628
C: -0.383 -1.196 3.725
C: -2.572 -2.052 -3.876
C: -2.312 -3.348 -4.420
C: -0.114 -1.040 2.233
C: 4.089 1.598 -2.883
C: -1.824 -0.976 4.186
C: -2.807 -2.117 3.910
C: 1.418 -1.103 1.908
C: 3.355 3.460 -1.552
C: -3.346 -1.178 -4.701
H: 6.347 4.131 -3.002
H: 0.264 -0.482 4.236
H: -2.471 -3.005 4.445
H: 2.635 3.911 -0.885
H: -1.479 0.532 2.051
H: 5.985 1.820 -3.863
H: -3.795 -1.880 4.318
H: -4.434 -0.082 1.034
H: -2.207 -0.031 3.790
H: -2.467 -3.362 2.219
H: 0.081 0.971 1.863
H: -4.259 -0.335 2.737
H: -0.580 -1.850 1.664
H: -1.824 -0.849 5.273
H: -2.711 -2.902 -0.003
H: 3.892 0.605 -3.263
H: -3.569 -1.566 -0.473
H: -0.035 -2.183 4.043

Values from the calculation:
Max |F| = 0.064 hartree/bohr
HOMO = -4.90 eV
Net charge = -1
Total energy = -63147.33074 eV
Energy relative to the best compared isomer or geometry (same formula, charge and spin) = 162.3 kJ/mol

natural (NBO) atomic charge list, values in e, 2 entries: atom 1 (Sr): 1.7850, atom 2 (S): -0.4958

---

# C17H18N9RuS2

C17H18N9RuS2 as an isolated structure (ωB97M-V with the def2-TZVPD basis set, the OMol25 dataset).

Element x y z (Å)
Ru: -0.630 0.686 -0.651
S: -2.364 -0.700 -4.807
S: -0.320 0.408 -2.817
N: -0.587 -0.994 0.161
N: 1.388 0.891 -0.156
N: -1.118 -2.885 1.072
N: -1.597 1.742 0.890
N: 4.070 1.451 0.611
N: -2.567 0.560 -1.209
N: 0.064 -2.718 1.550
N: 1.412 -0.747 1.827
N: -2.959 0.021 -2.400
C: -1.559 -1.915 0.254
C: 2.082 1.879 -0.685
C: 3.430 2.131 -0.338
C: -0.821 -0.544 -5.731
C: 3.030 -2.554 0.641
C: -3.190 3.046 2.747
C: 3.300 -3.239 1.983
C: -1.048 2.377 1.930
C: -1.988 -0.112 -3.247
C: 2.089 0.065 0.729
C: -2.954 1.754 0.753
C: 0.494 -1.530 0.950
C: 1.970 -1.495 0.721
C: -1.812 3.035 2.882
C: 3.410 0.461 1.152
C: -3.771 2.395 1.660
C: -3.453 1.097 -0.448
H: 2.428 -3.785 2.337
H: 4.116 -3.946 1.853
H: 3.593 -2.523 2.751
H: 3.937 -2.092 0.245
H: -1.323 3.529 3.709
H: -0.550 0.500 -5.867
H: -4.500 1.099 -0.733
H: 1.589 2.522 -1.405
H: -4.843 2.399 1.513
H: 3.971 2.925 -0.843
H: -0.019 -1.124 -5.281
H: -3.811 3.558 3.471
H: -1.644 -3.720 1.336
H: 2.708 -3.269 -0.119
H: -2.517 -1.912 -0.238
H: -1.058 -0.975 -6.702
H: 0.031 2.355 2.004
H: 3.891 -0.107 1.945

Values from the calculation:
Max |F| = 0.009 hartree/bohr
HOMO (spin up / spin down) = -17.08 / -17.09 eV
Net charge = +3
Total energy = -55551.29535 eV

natural (NBO) atomic charge list, values in e, 2 entries: atom 1 (Ru): 0.7695, atom 2 (S): 0.5114

---

# C17H19BBr2Cl5Cs2F13N3NaO7S

C17H19BBr2Cl5Cs2F13N3NaO7S as an isolated structure in a non-equilibrium geometry (ωB97M-V with the def2-TZVPD basis set, the OMol25 dataset).

Element x y z (Å)
Cs: 8.442 2.292 5.562
Cs: -5.262 -5.353 1.472
Br: -3.409 -3.744 0.382
Br: -6.408 -0.279 -0.353
Cl: -4.310 -1.350 2.356
Cl: -1.168 6.162 -2.328
Cl: -0.551 8.933 -2.939
Cl: 1.295 7.334 -1.391
Cl: 0.946 6.793 -4.188
S: 2.205 -1.409 1.821
Na: 3.662 -5.700 -2.196
F: 2.011 -1.003 0.315
F: 1.301 -2.008 -2.069
F: -0.142 -3.559 -2.386
F: 1.592 -0.038 2.264
F: 0.805 -2.062 1.949
F: 2.576 -3.978 2.287
F: 1.379 -5.051 -1.394
F: 4.279 -3.013 1.496
F: 2.528 -1.728 3.354
F: 3.651 -0.691 1.759
F: 3.362 -4.850 -0.046
F: 0.534 -4.394 0.442
F: 3.444 -2.949 -0.981
O: -1.132 -1.305 3.927
O: -2.070 -1.086 2.069
O: 3.912 5.219 -3.810
O: 4.505 7.273 -4.157
O: 5.773 5.652 -4.832
O: 6.941 0.868 5.236
O: 6.170 2.640 4.268
N: -1.276 -0.543 3.014
N: 4.730 6.050 -4.268
N: 6.197 1.448 4.446
C: -1.819 -1.674 -1.448
C: -3.319 0.499 -1.400
C: 2.708 -3.604 -0.091
C: -4.126 -1.926 -0.113
C: -6.423 -3.069 0.438
C: -2.757 4.654 -0.684
C: 5.264 0.602 3.658
C: -2.159 -0.191 0.892
C: -2.735 3.788 -1.510
C: -5.481 -1.891 0.003
C: 0.486 -2.861 -1.397
C: 2.935 -3.095 1.367
C: 1.255 -3.931 -0.569
C: -2.077 1.391 -1.626
C: 0.131 7.305 -2.721
C: -0.577 -2.052 -0.654
C: -2.501 2.670 -2.425
B: -2.939 -0.822 -0.526
H: 4.681 1.251 3.016
H: -1.465 -1.091 -2.305
H: -1.338 0.918 -2.271
H: -1.186 0.254 0.682
H: -1.695 1.777 -0.687
H: -3.443 2.482 -2.939
H: -3.933 1.153 -0.772
H: -7.428 -2.690 0.612
H: -0.870 -2.465 0.308
H: -0.090 -1.105 -0.434
H: -6.109 -3.509 1.448
H: -6.508 -3.835 -0.364
H: -2.797 5.200 0.223
H: -1.732 2.936 -3.149
H: -3.823 0.255 -2.337
H: -2.321 -2.516 -1.932
H: -2.806 0.640 1.188
H: 5.858 -0.094 3.072
H: 4.625 0.075 4.363

Values from the calculation:
Max |F| = 0.209 hartree/bohr
HOMO = -5.29 eV
Total energy = -291763.77111 eV
Energy relative to the best compared isomer or geometry (same formula, charge and spin) = 0.0 kJ/mol

Löwdin atomic charge list, values in e, 2 entries: atom 1 (Cs): 1.5890, atom 2 (Cs): 1.0990